(1)
DFT (the ωB97M-V functional and the def2-TZVPD basis) results for C18H32Ge2N2O2Pd as an isolated structure.

The geometry in XYZ format:
```
57
Properties=species:S:1:pos:R:3:forces:R:3:nbo_charge:R:1
Pd 1.830 0.187 0.117 -0.03 0.01 0.01 -0.0550
C -1.427 -1.253 3.507 -0.01 -0.02 0.00 -0.6097
C -0.683 -0.391 2.487 0.01 0.01 -0.02 -0.8282
Ge 0.501 -1.415 1.265 0.00 0.03 -0.03 1.1816
C -0.630 -2.350 -0.076 0.00 0.03 0.00 -0.8331
C -1.281 -3.635 0.436 -0.01 -0.01 0.01 -0.6096
C 1.458 -2.763 2.308 -0.02 0.00 -0.01 -0.6149
C 2.794 -2.706 2.247 0.00 0.00 0.01 -0.4271
Ge 3.443 -1.262 1.062 0.10 -0.04 0.02 1.2594
C 4.667 -0.082 2.096 -0.02 -0.01 0.02 -0.8367
C 6.001 0.242 1.429 0.02 -0.01 -0.02 -0.6085
C 4.290 -2.132 -0.508 -0.05 -0.01 0.00 -0.8373
C 4.829 -1.195 -1.587 0.00 0.01 -0.01 -0.6119
C 3.718 -3.623 2.965 0.01 0.00 0.00 0.0122
C 5.097 -3.502 2.796 0.01 -0.02 0.00 -0.2220
C 5.985 -4.342 3.454 0.00 0.00 0.00 -0.2005
C 5.510 -5.328 4.301 0.00 0.00 0.00 -0.2201
C 4.139 -5.464 4.484 0.00 0.00 0.00 -0.2107
C 3.258 -4.624 3.827 0.00 0.01 0.00 -0.2074
H -2.046 -0.648 4.175 0.00 0.00 0.00 0.2030
H -0.728 -1.815 4.129 0.00 0.00 0.00 0.2044
H -2.085 -1.976 3.022 0.00 0.00 0.00 0.1963
H -0.061 0.346 2.999 0.00 0.00 0.00 0.2205
H -1.395 0.173 1.875 0.00 0.00 0.00 0.2057
H 0.005 -2.572 -0.937 0.00 0.00 0.00 0.2180
H -1.394 -1.647 -0.425 0.00 0.00 0.00 0.2076
H -0.526 -4.349 0.771 0.00 0.00 0.00 0.2054
H -1.875 -4.126 -0.339 0.00 0.00 0.00 0.2025
H -1.944 -3.445 1.282 0.00 0.00 0.00 0.1966
H 0.949 -3.522 2.900 -0.01 0.00 0.00 0.1958
H 4.831 -0.575 3.058 0.00 0.00 0.00 0.2223
H 4.122 0.838 2.313 0.00 0.00 -0.01 0.2264
H 6.561 -0.662 1.177 -0.01 0.00 0.00 0.1941
H 6.636 0.846 2.082 0.00 0.00 0.00 0.2050
H 5.858 0.802 0.503 0.00 0.01 0.01 0.2056
H 3.485 -2.747 -0.920 0.02 -0.02 0.01 0.2226
H 5.061 -2.831 -0.174 0.03 0.03 0.02 0.2174
H 4.094 -0.433 -1.857 -0.01 -0.01 0.00 0.2059
H 5.088 -1.743 -2.496 0.00 0.00 0.00 0.2009
H 5.727 -0.673 -1.257 0.00 0.00 0.01 0.2026
H 5.492 -2.737 2.139 -0.01 0.00 0.00 0.2029
H 7.050 -4.222 3.301 0.00 0.00 0.00 0.2095
H 6.197 -5.986 4.817 0.00 0.00 0.00 0.2108
H 3.755 -6.231 5.146 0.00 0.00 0.00 0.2102
H 2.195 -4.746 3.987 0.00 0.00 0.00 0.2047
C 1.759 4.104 -3.773 0.00 0.00 0.00 -0.2727
O 2.495 3.340 -2.818 0.00 0.01 0.01 -0.4817
C 1.870 2.501 -1.987 -0.03 -0.01 0.03 0.8896
O 2.529 1.906 -1.154 -0.02 0.02 -0.05 -0.6597
N 0.522 2.385 -2.115 0.05 -0.05 -0.01 -0.4862
N -0.244 1.502 -1.355 -0.01 0.02 -0.04 -0.6375
H 2.492 4.729 -4.272 0.00 0.00 0.00 0.2193
H 1.020 4.740 -3.283 0.00 0.00 0.00 0.1876
H 1.283 3.458 -4.513 0.00 0.00 0.00 0.1831
H 0.031 2.813 -2.878 -0.01 0.02 0.01 0.3969
H 0.063 0.536 -1.478 0.01 0.03 0.04 0.3725
H -0.226 1.762 -0.374 0.00 -0.03 0.01 0.3717
```
Positions in Å, forces in eV/Å.

Molar mass = 560.11 g/mol
ΔE to the lowest compared entry with this formula, charge and spin = 0.0 kcal per mole
Calculated total energy = -5246.7416 a.u.
Orbital gap = 8.019 eV
LUMO = 0.3 eV

(2)
DFT (the ωB97M-V functional and the def2-TZVPD basis) results for C18H32HgN4P2 as an isolated structure.

The geometry in XYZ format:
```
57
Properties=species:S:1:pos:R:3:forces:R:3:lowdin_spin:R:1
Hg -0.927 -2.291 1.566 -0.09 0.02 0.06 0.6165
C 2.670 -1.250 1.481 0.04 0.08 0.05 0.0052
P 1.028 -0.521 1.730 0.00 -0.08 -0.22 0.1099
C 0.830 0.485 0.188 0.04 -0.06 -0.01 0.0148
N 1.894 1.160 -0.170 0.06 0.00 0.04 0.0053
C 1.871 1.854 -1.330 -0.15 -0.03 -0.07 0.0027
C 3.003 2.597 -1.734 0.04 0.03 -0.03 -0.0001
C 2.970 3.274 -2.918 0.04 -0.01 0.05 0.0009
C 1.822 3.235 -3.746 -0.06 -0.02 -0.02 0.0001
C 0.717 2.524 -3.380 0.00 0.03 -0.04 0.0005
C 0.720 1.821 -2.154 0.14 0.00 0.11 0.0019
N -0.373 1.124 -1.771 -0.12 0.03 -0.01 0.0064
C -0.348 0.476 -0.633 0.08 0.03 0.01 0.0121
P -1.871 -0.449 -0.156 0.05 -0.06 0.11 0.0965
C -2.847 0.827 0.699 -0.06 0.01 -0.02 0.0041
C -2.825 -0.882 -1.684 -0.04 0.01 0.01 0.0058
C -3.430 0.326 -2.403 0.01 -0.02 0.02 0.0031
C -3.959 -1.797 -1.194 0.02 -0.01 -0.04 0.0017
C -1.909 -1.673 -2.618 -0.02 -0.03 -0.03 0.0002
C 1.156 0.663 3.147 0.04 -0.05 0.07 0.0079
C 2.394 1.556 3.051 -0.03 0.00 -0.01 0.0041
C 1.233 -0.193 4.418 0.00 0.03 0.00 0.0014
C -0.117 1.506 3.176 -0.01 0.01 0.04 0.0002
H 3.401 -0.483 1.230 -0.01 0.00 -0.01 0.0019
H 2.609 -1.987 0.681 0.01 -0.02 0.02 0.0004
H 2.970 -1.766 2.394 0.00 -0.01 -0.01 0.0002
H 3.871 2.605 -1.088 0.00 0.01 0.00 0.0000
H 3.830 3.848 -3.236 0.00 0.00 0.00 0.0001
H 1.828 3.780 -4.680 0.00 0.00 0.00 0.0000
H -0.171 2.482 -3.997 0.00 0.01 0.00 0.0000
H -3.849 0.439 0.880 0.00 0.02 0.02 0.0003
H -2.913 1.742 0.110 0.01 -0.02 -0.02 0.0013
H -2.391 1.050 1.660 0.00 0.02 0.02 0.0006
H -4.133 0.859 -1.761 0.00 0.01 -0.01 0.0001
H -3.991 -0.030 -3.270 0.00 0.00 0.00 0.0004
H -2.665 1.019 -2.743 0.00 0.00 -0.01 0.0001
H -4.652 -1.272 -0.535 0.01 -0.01 0.02 0.0000
H -3.577 -2.674 -0.668 0.00 0.00 0.00 0.0039
H -4.530 -2.141 -2.058 0.00 0.00 0.00 0.0000
H -1.096 -1.061 -3.008 0.01 -0.01 0.02 0.0000
H -2.494 -2.038 -3.465 0.00 0.01 -0.01 0.0000
H -1.497 -2.551 -2.113 0.02 0.01 0.00 0.0002
H 3.314 0.973 3.110 0.00 0.00 -0.02 0.0001
H 2.388 2.246 3.897 0.01 0.00 0.00 0.0006
H 2.411 2.137 2.130 0.01 0.02 0.00 0.0001
H 2.136 -0.805 4.442 -0.01 -0.01 0.00 0.0000
H 0.365 -0.847 4.518 0.00 -0.01 0.00 0.0034
H 1.263 0.465 5.288 0.00 0.00 0.00 0.0000
H -0.259 2.072 2.253 0.01 0.01 0.00 0.0000
H -0.052 2.225 3.996 -0.01 -0.01 0.00 0.0000
H -0.994 0.882 3.358 -0.02 0.01 -0.03 0.0008
N 1.558 -4.279 0.163 -0.02 -0.02 0.04 0.0030
N 0.263 -3.809 -0.221 -0.03 0.08 -0.06 0.0689
H 1.860 -5.041 -0.434 0.00 -0.02 0.00 0.0005
H 1.489 -4.634 1.108 0.01 0.02 0.02 0.0064
H -0.372 -4.561 -0.472 0.01 -0.03 -0.01 0.0047
H 0.380 -3.217 -1.036 0.02 -0.01 -0.01 0.0008
```
Positions in Å, forces in eV/Å.

Molar mass = 567.02 g/mol
ΔE to the lowest compared entry with this formula, charge and spin = 0.0 kcal per mole
Calculated total energy = -1760.0050 a.u.
Orbital gap (alpha / beta) = 6.421 / 7.449 eV
LUMO (alpha / beta) = -3.5 / -4.0 eV
2S+1 = 2
⟨S²⟩ = 0.75
Net charge = +1

(3)
DFT (the ωB97M-V functional and the def2-TZVPD basis) results for C18H32InN5O2SSi as an isolated structure.

The geometry in XYZ format:
```
60
Properties=species:S:1:pos:R:3:forces:R:3:nbo_charge:R:1
In 1.331 -0.363 -1.616 0.12 -0.11 -0.27 0.6942
N 3.617 1.903 1.670 0.30 0.05 -0.19 -0.8025
C 3.058 1.662 0.452 0.08 0.34 -0.02 0.2808
S 3.825 0.525 -0.592 -0.16 0.06 0.22 -0.4023
N 1.964 2.378 0.224 0.05 -0.20 -0.11 -0.4655
N 1.336 2.011 -0.914 -0.13 -0.03 0.09 -0.2864
C 0.468 2.814 -1.396 -0.14 -0.06 -0.21 -0.0040
C -0.247 2.444 -2.627 0.15 0.07 0.20 0.1678
C -1.265 3.249 -3.127 -0.09 0.06 -0.01 -0.2414
C -1.909 2.873 -4.291 -0.04 0.03 -0.01 -0.1554
C -1.528 1.700 -4.926 0.01 0.00 0.02 -0.2669
C -0.510 0.953 -4.354 0.04 0.02 0.07 0.0629
N 0.122 1.314 -3.242 -0.01 0.04 -0.14 -0.4755
H 4.577 1.633 1.795 -0.03 0.00 0.01 0.4013
H 3.284 2.715 2.164 -0.03 0.00 0.02 0.3949
H 0.263 3.767 -0.915 -0.01 0.02 -0.02 0.1910
H -1.538 4.156 -2.601 0.00 0.00 -0.01 0.2231
H -2.701 3.487 -4.702 0.01 0.00 0.01 0.2220
H -2.000 1.372 -5.841 0.01 0.00 0.00 0.2262
H -0.181 0.024 -4.807 0.01 -0.02 0.01 0.2040
N -1.609 0.003 -0.810 -0.15 0.28 0.02 -0.8372
C -2.182 -1.314 -0.570 0.00 0.15 -0.05 -0.3270
C -1.251 -2.159 0.258 -0.04 0.00 0.30 0.8240
O -1.338 -3.358 0.323 0.10 -0.05 0.03 -0.5909
O -0.412 -1.408 0.972 0.10 -0.28 0.14 -0.9003
H -1.379 0.423 0.084 0.03 0.04 -0.07 0.3788
H -2.280 0.613 -1.263 0.00 -0.04 -0.07 0.3674
H -2.383 -1.839 -1.501 0.04 0.03 -0.07 0.2241
H -3.122 -1.286 0.000 -0.02 -0.05 -0.05 0.2016
C 1.394 -0.171 2.604 -0.07 -0.03 -0.02 -1.2271
Si 0.466 -1.768 2.414 -0.01 0.11 -0.09 2.1585
C -0.831 -1.921 3.779 -0.09 -0.03 0.03 -0.5696
C -0.163 -1.699 5.145 -0.06 0.00 0.02 -0.6044
C -1.575 -3.264 3.802 -0.05 0.03 0.02 -0.6058
C -1.863 -0.803 3.556 -0.04 0.01 0.06 -0.6007
C 1.697 -3.163 2.149 0.02 -0.14 -0.04 -0.5786
C 2.777 -3.053 3.240 0.09 -0.01 -0.10 -0.6049
C 2.351 -2.925 0.776 0.02 -0.06 0.05 -0.6156
C 1.118 -4.583 2.171 0.10 -0.02 0.01 -0.6083
H 1.935 -0.101 3.549 0.00 -0.02 -0.05 0.2448
H 0.703 0.673 2.547 0.07 0.05 -0.02 0.2444
H 2.124 -0.052 1.797 -0.16 -0.12 0.20 0.2601
H 0.566 -2.477 5.379 0.00 -0.01 -0.02 0.2087
H -0.928 -1.722 5.930 0.02 -0.01 0.00 0.2067
H 0.343 -0.733 5.207 -0.02 -0.01 -0.01 0.2109
H -0.932 -4.077 4.137 0.03 -0.01 -0.01 0.2102
H -1.977 -3.539 2.825 0.02 0.03 0.02 0.2250
H -2.411 -3.197 4.508 0.01 -0.02 -0.02 0.1996
H -1.401 0.186 3.491 0.00 -0.01 0.01 0.2087
H -2.565 -0.786 4.397 0.01 0.01 -0.02 0.2075
H -2.447 -0.961 2.647 0.01 -0.02 0.01 0.2018
H 3.277 -2.082 3.234 -0.01 -0.03 -0.02 0.2138
H 3.542 -3.817 3.061 -0.01 0.01 0.02 0.2099
H 2.376 -3.224 4.242 -0.03 0.00 0.00 0.2032
H 2.749 -1.913 0.654 0.02 -0.08 0.07 0.2249
H 1.646 -3.106 -0.038 -0.01 -0.04 0.04 0.2187
H 3.188 -3.622 0.652 -0.01 0.02 -0.02 0.2094
H 0.828 -4.889 3.177 -0.01 0.02 0.02 0.1992
H 1.891 -5.283 1.833 -0.03 0.00 0.02 0.2008
H 0.255 -4.690 1.516 0.00 0.01 -0.02 0.2393
```
Positions in Å, forces in eV/Å.

Molar mass = 525.46 g/mol
ΔE to the lowest compared entry with this formula, charge and spin = 0.2 kcal per mole
Calculated total energy = -2007.2596 a.u.
Orbital gap = 6.833 eV
LUMO = -0.2 eV

(4)
DFT (the ωB97M-V functional and the def2-TZVPD basis) results for C18H32N3OPSiSn as an isolated structure.

The geometry in XYZ format:
```
57
Properties=species:S:1:pos:R:3:forces:R:3:nbo_charge:R:1
Sn -0.090 0.176 -0.184 2.74 -1.00 0.66 1.1519
Si 0.122 -2.023 -1.442 1.31 -0.92 0.15 0.5415
P 0.590 1.551 -2.427 0.10 0.50 0.84 0.9412
N -1.866 0.917 0.034 -1.23 1.18 -0.03 -0.8998
H 2.718 0.605 0.374 -1.30 1.51 -1.33 0.0709
C 0.936 3.357 -2.215 -0.07 -0.24 -0.13 -0.9325
H 1.180 3.783 -3.211 -0.12 -0.08 0.60 0.2323
H 1.789 3.496 -1.519 -0.52 -0.11 -0.42 0.2603
H 0.035 3.849 -1.797 0.53 -0.24 -0.24 0.2514
C 2.043 0.921 -3.318 0.08 0.05 -0.10 -0.9513
H 2.191 1.540 -4.214 0.05 -0.23 0.12 0.2356
H 1.881 -0.125 -3.608 0.05 0.26 0.06 0.2562
H 2.941 0.979 -2.683 -0.36 -0.04 -0.13 0.2720
C -0.799 1.464 -3.572 -0.03 0.27 -0.48 -0.9636
H -0.591 2.106 -4.434 -0.19 -0.10 -0.06 0.2348
H -1.716 1.801 -3.076 0.16 -0.04 -0.03 0.2568
H -0.939 0.434 -3.906 0.01 0.06 0.04 0.2576
C 1.874 -2.697 -1.720 0.20 -0.13 0.03 -1.0759
H 2.363 -3.003 -0.781 -0.28 0.36 -0.21 0.2882
H 2.562 -1.987 -2.202 -0.27 -0.10 0.19 0.2329
H 1.819 -3.588 -2.368 -0.15 0.27 0.09 0.2265
H -0.608 -3.042 -0.669 -0.36 -0.03 -0.09 -0.1311
H -0.444 -1.846 -2.793 -0.41 0.09 -0.22 -0.1853
C -3.094 0.588 -0.295 0.58 0.19 0.28 0.2120
C -5.422 1.180 -0.042 -0.08 -0.02 -0.06 -0.2294
C -4.102 1.432 0.246 -0.83 -0.08 -0.11 -0.1870
C -3.458 -0.508 -1.131 -0.26 0.14 0.18 -0.2183
C -4.790 -0.717 -1.403 0.14 -0.38 -0.31 -0.2245
C -5.783 0.110 -0.876 0.03 0.17 0.14 -0.1572
H -6.184 1.815 0.373 -0.23 0.12 0.07 0.2170
H -3.791 2.260 0.884 -0.06 -0.28 -0.21 0.2262
H -2.669 -1.151 -1.519 -0.25 0.09 0.01 0.2175
H -5.065 -1.545 -2.042 -0.10 -0.03 -0.02 0.2184
H -6.830 -0.078 -1.114 0.28 0.07 0.10 0.2168
C 3.386 0.033 0.970 0.31 -0.16 0.24 0.1346
O 2.985 -1.241 0.893 -0.55 -1.54 0.40 -0.9396
C 3.253 0.738 2.342 0.32 0.19 0.14 -0.6408
H 4.059 1.498 2.418 -0.54 -0.22 0.27 0.1912
H 3.321 0.039 3.195 0.08 0.21 -0.43 0.2066
H 2.267 1.241 2.369 0.46 -0.19 0.27 0.1917
C 4.726 0.283 0.290 0.76 -0.11 0.27 -0.6228
H 4.929 1.352 0.199 0.05 0.11 -0.06 0.1774
H 4.765 -0.177 -0.695 -0.31 0.00 -0.23 0.1937
H 5.565 -0.173 0.821 0.01 -0.01 0.31 0.1958
N 0.955 -2.431 2.190 0.14 0.03 -0.02 -0.8331
C 0.109 -1.651 2.917 0.53 -0.58 -0.36 0.4160
C -0.316 -2.043 4.217 -0.40 0.65 -0.02 -0.2960
C -1.204 -1.229 4.905 0.37 -0.46 -0.26 -0.1390
C -1.673 -0.067 4.277 0.00 0.43 -0.40 -0.3311
C -1.218 0.239 2.999 0.06 -0.43 0.75 0.0661
N -0.332 -0.517 2.332 -0.46 -0.05 -0.04 -0.5386
H 1.723 -1.944 1.596 0.04 0.26 0.20 0.4697
H 1.283 -3.276 2.651 -0.13 0.44 -0.05 0.3746
H 0.096 -2.965 4.617 -0.15 0.19 0.11 0.2159
H -1.531 -1.488 5.920 0.14 0.10 -0.49 0.2181
H -2.373 0.613 4.757 0.12 -0.22 -0.02 0.2185
H -1.578 1.111 2.468 0.01 0.07 0.04 0.2092
```
Positions in Å, forces in eV/Å.

Molar mass = 484.25 g/mol
ΔE to the lowest compared entry with this formula, charge and spin = 0.0 kcal per mole
Calculated total energy = -1789.5809 a.u.
Orbital gap (alpha / beta) = 5.494 / 4.681 eV
LUMO (alpha / beta) = -0.9 / -1.8 eV

Which value of calculated total energy does entry 3 give? -2007.2596 a.u.